Run a
3 unconnected molecules or ions with the total composition C5H17N3O, computed with ωB97M-V/def2-TZVPD.

Computed properties:
- 2S+1 = 1
- LUMO (hartree) = 0.0352
- orbital gap (eV) = 9.66

Positions of all 26 atoms, in Å:
C (1.2095, 0.6406, 1.1592)
C (2.2154, -1.5711, 1.0350)
N (1.6659, -0.4478, 0.2873)
N (2.5786, 0.0870, -0.6698)
N (0.0917, 0.1915, 1.9638)
H (3.5197, 0.1681, -0.2732)
H (2.6293, -0.5579, -1.4504)
H (-0.7711, 0.2740, 1.4285)
H (0.0086, 0.7441, 2.8067)
H (2.0232, 0.9659, 1.8323)
H (0.9772, 1.4748, 0.4892)
H (2.4269, -2.3962, 0.3524)
H (3.1500, -1.3011, 1.5596)
H (1.4817, -1.8914, 1.7726)
C (-0.6746, 0.6732, -2.1606)
C (-3.4088, 0.4741, 0.0814)
C (-1.1285, -0.4911, -1.4901)
O (-2.0228, 0.5785, -0.1368)
H (-1.0994, 0.8931, -3.1345)
H (0.3587, 0.9591, -1.9948)
H (-3.7677, 1.3432, 0.6440)
H (-3.9699, 0.4195, -0.8650)
H (-3.6457, -0.4216, 0.6674)
H (-1.3977, 1.2312, -1.2282)
H (-1.9937, -1.0308, -1.8626)
H (-0.4565, -1.0088, -0.8135)

Atom charges from the Mulliken analysis, given in e for atoms 1 to 5:
1. C -0.62
2. C -1.18
3. N 0.43
4. N -0.77
5. N -0.58

=====

Run b
2 unconnected molecules or ions with the total composition C5H17N3O, computed with ωB97M-V/def2-TZVPD.

Computed properties:
- 2S+1 = 1
- LUMO (hartree) = 0.0327
- orbital gap (eV) = 9.58
- SMILES = C[C@H](CCN)NCN.O

Positions of all 26 atoms, in Å:
C (1.0294, -1.0941, 0.9552)
C (-0.3436, -0.8229, 1.5135)
C (-1.2474, -0.7323, 0.2267)
C (-0.8060, -1.3294, -1.0380)
N (-0.7333, -0.2400, -2.0974)
N (-0.1472, 0.4939, 2.1937)
C (0.3710, 1.6574, 1.3914)
N (-0.1877, 2.0790, 0.0981)
H (1.2249, -0.7789, -0.1083)
H (1.9258, -0.8593, 1.6550)
H (1.0572, -2.1929, 0.7463)
H (-0.8388, -1.5096, 2.2728)
H (-1.6372, 0.2742, 0.2043)
H (-2.1630, -1.2821, 0.5143)
H (-1.6248, -2.0641, -1.4438)
H (0.2287, -1.8783, -1.0783)
H (-0.3748, -0.4922, -2.9768)
H (-1.5107, 0.2696, -2.1413)
H (-0.8878, 0.7568, 2.6233)
H (1.4419, 1.3989, 1.3556)
H (0.3126, 2.5488, 2.0938)
H (0.0763, 1.4029, -0.6074)
H (-1.2606, 2.2237, 0.0893)
H (1.2943, 0.5727, -2.1322)
H (2.6406, 1.1485, -1.8724)
O (2.1604, 0.4498, -2.4374)

Atom charges from the Mulliken analysis, given in e for atoms 1 to 5:
1. C -1.56
2. C 0.62
3. C -0.91
4. C -0.49
5. N -0.51

=====

What are the relative energies? In kJ/mol: run a 166.5; run b 0.0.

=====

Run a
A gas-phase ion, C5H12IN2 (charge +1), computed with ωB97M-V/def2-TZVPD.

Computed properties:
- 2S+1 = 1
- total charge = +1
- LUMO (hartree) = -0.1336
- orbital gap (eV) = 8.80
- SMILES = CN1CC[C@@]([NH3+])(I)C1

Positions of all 20 atoms, in Å:
C (0.8033, -1.1021, 0.6916)
C (-0.1942, -1.5176, -0.4198)
C (0.6503, 0.4308, -1.2220)
C (1.5160, 0.0782, 0.1468)
C (-1.7667, 0.3108, -0.5674)
N (-0.5786, -0.2239, -1.0448)
N (1.3962, 1.2850, 1.0692)
I (3.6216, -0.2988, -0.2099)
H (0.3176, -0.7996, 1.6017)
H (1.3773, -1.9244, 1.1491)
H (0.4030, -2.1940, -1.0110)
H (-1.0954, -2.0199, -0.2009)
H (0.5818, 1.4384, -1.3745)
H (1.0790, 0.0443, -2.0869)
H (-2.3384, 1.0155, -1.3068)
H (-2.4127, -0.5384, -0.3551)
H (-1.7006, 0.9075, 0.3244)
H (1.8446, 2.2068, 0.7765)
H (1.5937, 1.1291, 2.0224)
H (0.4295, 1.5558, 1.2428)

Atom charges from the Mulliken analysis, given in e for atoms 1 to 5:
1. C -0.99
2. C -0.88
3. C -1.16
4. C 0.32
5. C -0.74

=====

Run b
A gas-phase ion, C5H12IN2 (charge +1), computed with ωB97M-V/def2-TZVPD.

Computed properties:
- 2S+1 = 1
- total charge = +1
- LUMO (hartree) = -0.1447
- orbital gap (eV) = 8.44
- SMILES = CN1CC[C@@]([NH3+])(I)C1

Positions of all 20 atoms, in Å:
C (-0.6637, -0.4449, 1.4569)
C (0.7786, -0.1816, 1.0687)
C (-0.4610, 1.0571, -0.4590)
C (-1.2974, -0.2543, 0.0176)
C (2.0189, 1.2014, -0.6239)
N (0.8086, 0.9484, 0.1655)
N (-0.9687, -1.4171, -0.8762)
I (-3.5087, 0.0510, -0.0953)
H (-0.7807, -1.3743, 2.0050)
H (-1.2715, 0.3398, 2.0181)
H (1.3055, -0.2797, 2.0371)
H (1.0548, -1.1359, 0.4420)
H (-0.3690, 1.0520, -1.5218)
H (-1.0421, 1.9624, -0.0320)
H (2.0022, 2.0709, -1.4019)
H (2.8365, 1.3828, 0.0602)
H (2.3229, 0.1813, -1.0890)
H (-1.2957, -1.2820, -1.8355)
H (-1.5192, -2.1172, -0.4927)
H (0.0496, -1.7600, -0.8437)

Atom charges from the Mulliken analysis, given in e for atoms 1 to 5:
1. C -0.48
2. C -0.57
3. C -0.62
4. C -0.66
5. C -0.88

=====

What are the relative energies? In kJ/mol: run a 0.0; run b 8.9.

=====

Run a
3 unconnected molecules or ions with the total composition CH7N5S, computed with ωB97M-V/def2-TZVPD.

Computed properties:
- 2S+1 = 1
- total charge = +2
- LUMO (spin up / spin down) (hartree) = -0.2531 / -0.2530
- orbital gap (spin up / spin down) (eV) = 8.44 / 8.44

Positions of all 14 atoms, in Å:
C (-10.3735, -0.6845, -0.9092)
N (-10.1331, -0.2034, 0.1300)
N (8.2163, 0.6387, -0.2207)
N (6.3517, -0.4796, -0.8160)
N (-10.0678, 0.2736, 1.3061)
N (7.5104, -0.4195, -0.1423)
S (9.6810, 0.8644, 0.2391)
H (-10.5083, -0.8270, -1.9969)
H (6.1255, 0.3611, -1.3001)
H (5.5194, -0.8820, -0.3830)
H (-10.9227, 0.1157, 1.8390)
H (-9.1372, 0.7548, 1.6581)
H (8.1780, -1.7282, 0.2063)
H (9.5604, 2.2158, 0.3895)

Atom charges from the Mulliken analysis, given in e for atoms 1 to 5:
1. C 0.09
2. N 0.36
3. N -0.18
4. N -0.41
5. N -0.55

=====

Run b
3 unconnected molecules or ions with the total composition CH7N5S, computed with ωB97M-V/def2-TZVPD.

Computed properties:
- 2S+1 = 1
- total charge = +2
- LUMO (hartree) = -0.2626
- orbital gap (eV) = 7.26

Positions of all 14 atoms, in Å:
C (-2.9654, 1.8574, -11.4221)
N (-1.9384, 2.2876, -11.1859)
N (1.0431, -0.6210, 8.5360)
N (1.3593, -3.3802, 8.2690)
N (-0.8375, 2.9775, -11.0671)
N (0.2258, -3.0655, 8.0190)
S (1.5968, 0.6311, 8.9636)
H (-3.8838, 1.5299, -11.6382)
H (1.6127, -4.2603, 7.8820)
H (2.0775, -3.0757, 8.9696)
H (-0.6307, 3.2011, -10.0486)
H (-0.4613, 3.2006, -11.9982)
H (-0.1553, -2.1795, 8.3595)
H (2.9571, 0.8970, 8.3615)

Atom charges from the Mulliken analysis, given in e for atoms 1 to 5:
1. C -0.11
2. N 0.37
3. N -0.39
4. N 0.18
5. N -0.44

=====

What are the relative energies? In kJ/mol: run a 0.0; run b 14.9.

=====

Run a
4 unconnected molecules or ions with the total composition C4H18NO3, computed with ωB97M-V/def2-TZVPD.

Computed properties:
- 2S+1 = 1
- total charge = +1
- LUMO (hartree) = -0.1091
- orbital gap (eV) = 11.42

Positions of all 26 atoms, in Å:
C (-0.2973, -0.6082, 0.0060)
C (1.0750, -0.7059, -0.6047)
C (1.5236, 0.6871, -1.0391)
C (2.1090, -1.3753, 0.2986)
N (-1.0658, -1.8803, -0.0868)
H (-0.3371, -0.2483, 1.0369)
H (-0.8775, 0.2070, -0.4300)
H (1.0587, -1.3124, -1.5119)
H (1.0894, 0.9860, -2.0017)
H (1.1418, 1.4449, -0.3390)
H (2.5940, 0.7658, -1.1872)
H (2.2975, -0.7673, 1.1971)
H (3.0832, -1.3944, -0.1972)
H (1.8582, -2.3517, 0.7067)
H (-0.9082, -2.3176, -0.9913)
H (-0.7939, -2.4977, 0.6740)
H (-2.0988, -1.7650, 0.0106)
H (-0.3391, 2.7495, 1.4797)
H (-1.3395, 2.0900, 2.4197)
O (-0.7573, 1.9010, 1.6755)
H (-4.4085, -2.1663, 0.7765)
H (-4.4353, -1.8161, -0.7007)
O (-3.8264, -1.9959, 0.0263)
H (0.8343, 4.7833, -0.2570)
H (1.7392, 3.7319, -0.8273)
O (1.0809, 3.8557, -0.1336)

Atom charges from the Mulliken analysis, given in e for atoms 1 to 5:
1. C -1.28
2. C 1.13
3. C -1.39
4. C -1.55
5. N -0.09

=====

Run b
4 unconnected molecules or ions with the total composition C4H18NO3, computed with ωB97M-V/def2-TZVPD.

Computed properties:
- 2S+1 = 1
- total charge = +1
- LUMO (hartree) = -0.1035
- orbital gap (eV) = 11.20

Positions of all 26 atoms, in Å:
C (-0.6204, -0.1046, -0.7491)
C (-0.6907, 0.5345, 0.6324)
C (0.2055, -0.1027, 1.6876)
C (1.1890, 0.9354, 2.2144)
N (0.8287, -0.0814, -1.1878)
H (-0.8544, -1.1842, -0.6123)
H (-1.2163, 0.3586, -1.5353)
H (-0.4138, 1.6052, 0.4512)
H (-1.7546, 0.6543, 0.8731)
H (-0.3012, -0.4640, 2.5940)
H (0.7173, -1.0110, 1.3320)
H (2.0477, 1.2620, 1.5926)
H (1.7581, 0.7979, 3.1333)
H (0.6561, 1.8830, 2.3484)
H (0.8794, 0.5507, -2.0374)
H (1.2793, -0.9808, -1.3725)
H (1.4422, 0.3251, -0.4751)
H (0.9733, 1.3631, -4.2930)
H (1.3351, -0.2032, -4.1003)
O (1.0472, 0.6168, -3.6965)
H (-3.9243, 2.2032, 2.6891)
H (-3.9697, 0.7946, 3.3078)
O (-3.3869, 1.5254, 3.1032)
H (0.8296, -3.5104, -0.7451)
H (1.7239, -3.8947, -1.8027)
O (1.3965, -3.0786, -1.4054)

Atom charges from the Mulliken analysis, given in e for atoms 1 to 5:
1. C -0.74
2. C -0.50
3. C -0.27
4. C -1.28
5. N -0.17

=====

What are the relative energies? In kJ/mol: run a 0.0; run b 48.6.